121
Properties=species:S:1:pos:R:3 method="wB97M-V/def2-TZVPD" lumo_energy_ev=1.80 energy_ha=-3023.23185 e_homo_ha=-0.1631 max_force_ev_per_a=2.708 charge=-1
C 3.891 0.073 2.157
C 2.905 -1.060 1.736
C 2.748 -1.240 0.188
C 2.527 0.103 -0.612
Si 1.428 -0.100 -2.180
C 1.214 -1.930 -2.662
C 2.576 -2.672 -2.849
O 2.749 -3.732 -2.324
O 3.604 -2.131 -3.586
O -0.020 0.812 -2.122
Si -1.192 0.267 -1.030
C -2.563 1.583 -0.955
C -2.199 3.007 -1.520
C -2.027 4.120 -0.425
C -0.558 4.121 0.115
C -0.016 5.561 0.463
N 1.106 5.932 -0.438
C -1.924 -1.428 -1.503
C -3.432 -1.661 -1.091
C -3.624 -2.683 0.123
C -4.850 -3.594 -0.198
C -5.745 -4.023 1.025
O -5.579 -3.248 2.223
C -4.676 -3.774 3.088
C -4.551 -3.038 4.481
O -3.944 -4.698 2.893
C -0.536 0.069 0.769
C -1.692 -0.047 1.836
C -1.552 -1.312 2.764
I -1.769 1.712 3.146
C 2.479 0.681 -3.599
O 3.281 1.610 -3.369
O 2.267 0.203 -4.760
H 4.934 -0.268 1.969
H 3.771 0.245 3.249
H 3.758 1.006 1.567
H 3.268 -2.031 2.147
H 1.878 -0.915 2.150
H 1.863 -1.903 0.032
H 3.618 -1.768 -0.265
H 3.535 0.484 -0.888
H 2.033 0.905 -0.014
H 0.649 -2.060 -3.617
H 0.670 -2.527 -1.901
H 3.970 -1.373 -3.094
H -3.475 1.236 -1.501
H -2.907 1.735 0.100
H -3.063 3.331 -2.154
H -1.309 3.051 -2.179
H -2.248 5.098 -0.921
H -2.792 4.035 0.386
H -0.512 3.500 1.039
H 0.098 3.652 -0.651
H -0.826 6.315 0.330
H 0.318 5.556 1.530
H 1.734 6.562 0.059
H 1.627 5.095 -0.698
H -1.806 -1.582 -2.601
H -1.330 -2.191 -0.941
H -3.921 -2.152 -1.965
H -3.988 -0.748 -0.801
H -3.729 -2.054 1.028
H -2.709 -3.302 0.244
H -5.511 -3.070 -0.926
H -4.518 -4.537 -0.693
H -5.671 -5.121 1.196
H -6.805 -3.863 0.713
H -3.850 -3.605 5.119
H -4.155 -2.007 4.349
H -5.515 -2.950 5.023
H 0.118 0.906 1.084
H 0.003 -0.909 0.803
H -2.675 -0.131 1.320
H -1.224 -0.970 3.769
H -2.510 -1.851 2.899
H -0.786 -2.024 2.391
C 7.937 1.975 -5.143
C 7.997 0.735 -6.021
O 7.394 -0.402 -5.439
C 6.007 -0.283 -5.124
C 5.129 0.010 -6.325
H 8.413 1.782 -4.178
H 8.449 2.810 -5.628
H 6.909 2.284 -4.944
H 9.044 0.474 -6.193
H 7.561 0.933 -7.007
H 5.860 0.470 -4.342
H 5.706 -1.239 -4.694
H 5.381 0.964 -6.794
H 4.079 0.051 -6.022
H 5.248 -0.770 -7.083
C 7.182 4.601 -1.626
C 5.665 4.548 -1.710
O 5.008 5.288 -0.694
C 5.279 6.678 -0.651
C 4.902 7.406 -1.929
H 7.523 4.236 -0.653
H 7.627 3.984 -2.409
H 7.563 5.617 -1.744
H 5.342 3.513 -1.593
H 5.316 4.869 -2.696
H 6.330 6.852 -0.393
H 4.688 7.083 0.174
H 5.470 7.044 -2.787
H 5.094 8.476 -1.828
H 3.843 7.259 -2.152
C -8.813 -5.259 4.643
C -7.773 -5.909 5.540
O -7.359 -5.083 6.614
C -8.366 -4.680 7.526
C -9.060 -5.839 8.222
H -8.433 -4.317 4.239
H -9.067 -5.921 3.813
H -9.734 -5.033 5.183
H -6.879 -6.115 4.948
H -8.131 -6.873 5.918
H -9.094 -4.032 7.024
H -7.870 -4.062 8.277
H -9.580 -6.488 7.516
H -9.794 -5.466 8.938
H -8.331 -6.453 8.756